DFT (ωB97M-V/def2-TZVPD) results for 3 unconnected molecules or ions with the total composition C7H15N2O2Si in a non-equilibrium geometry.

The LUMO energy (alpha / beta) is 3.20 / 2.65 eV. As for the HOMO-LUMO gap (alpha / beta): 3.1 / 6.7 eV. Its expectation value of S² is 2.0107.

ORCA input file:
```
! RIJCOSX wB97M-V def2-TZVPD def2/J DEFGRID3
* xyz -1 3
Si -1.95243 -0.71234 0.14804
O 4.72786 -2.10573 0.85690
O 5.10471 -0.07389 -0.09849
N -0.54697 -1.35113 -0.30128
N 1.53373 -0.28121 -0.68608
C 1.07336 1.96355 -1.05589
C 0.85927 0.60025 -1.62908
C 1.35210 1.74594 0.43140
C -2.00708 -0.47402 2.00367
C 4.85391 -1.10055 0.33331
C 1.74300 0.33472 0.39239
C -3.69345 -1.48429 -0.42615
H -0.18101 0.29834 -1.56517
H 0.29389 2.61491 -1.20150
H -4.52633 -0.79977 -0.24694
H -2.83766 -1.08212 2.54222
H -3.96938 -2.46259 -0.11020
H -1.07092 -0.81305 2.51692
H -2.23623 0.61921 -0.25389
H 2.05719 -0.06535 1.33631
H -2.20195 0.49039 2.33675
H -3.73663 -1.43119 -1.58329
H 2.24007 2.33288 0.71046
H -0.36548 -1.52259 -1.26075
H 1.19395 0.20959 -2.59947
H 1.85064 2.52863 -1.57147
H 0.44185 2.02142 0.98132
*
```



DFT (ωB97M-V/def2-TZVPD) results for a single C6H17NSi molecule in a non-equilibrium geometry.

As for the SMILES: C[C@H]([SiH2]N)C(C)(C)C. The LUMO energy is 0.84 eV. As for the HOMO-LUMO gap: 9.9 eV.

ORCA input file:
```
! RIJCOSX wB97M-V def2-TZVPD def2/J DEFGRID3
* xyz 0 1
Si -1.90531 -0.75505 -0.19388
N -3.37347 0.07013 0.17807
C 1.17220 -0.26957 -0.03613
C 1.22608 -1.72833 -0.41346
C -0.39215 0.36430 -0.52554
C -0.76575 1.84614 -0.13229
C 2.26905 0.50210 -0.78323
C 1.17248 -0.07557 1.46120
H -1.76696 -1.63565 0.88876
H -3.68215 1.02605 0.03034
H -0.97018 1.90257 0.96227
H 0.88773 -1.00439 2.04093
H 0.04907 2.42201 -0.26017
H 2.08290 1.59259 -1.06317
H 3.16657 0.50235 0.00626
H -1.54245 2.25666 -0.67788
H -2.17343 -1.46697 -1.48483
H 0.45191 0.59049 1.83130
H 1.05647 -1.75039 -1.43215
H -3.92432 -0.32594 0.90189
H 0.53760 -2.38216 -0.01865
H 2.25492 -2.19866 -0.02585
H 2.06514 0.25470 1.94468
H -0.38324 0.27143 -1.53965
H 2.48730 -0.00887 -1.65882
*
```



DFT (ωB97M-V/def2-TZVPD) results for a gas-phase ion, C5H11N2 (charge +1) in a non-equilibrium geometry.

As for the SMILES: C[C@@H]1[NH2+]C[C@H]2CN21. The LUMO energy is -3.49 eV. As for the HOMO-LUMO gap: 10.4 eV.

ORCA input file:
```
! RIJCOSX wB97M-V def2-TZVPD def2/J DEFGRID3
* xyz 1 1
N -0.56525 1.17457 -0.12096
N 0.38431 -1.05420 0.38468
C 1.79310 0.85995 -0.57955
C -0.95853 -1.31910 -0.35246
C -1.42454 0.12374 -0.68617
C 0.67787 0.49753 0.48005
C -1.84498 1.01760 0.45596
H 1.65911 0.43443 -1.54174
H -1.83961 0.18719 -1.66896
H -0.79642 -1.81053 -1.39500
H -1.50048 -2.04975 0.22420
H 0.29732 -1.61754 1.29705
H 1.88402 1.94656 -0.76128
H 1.15994 0.82938 1.42399
H 2.81642 0.65680 -0.20123
H 1.05493 -1.36467 -0.37051
H -2.50723 1.86846 0.19399
H -2.04423 0.77486 1.46647
*
```



DFT (ωB97M-V/def2-TZVPD) results for a single C4H11N3O molecule in a non-equilibrium geometry.

As for the SMILES: [H]/N=C(/C)[C@@H](O)N(C)N. The LUMO energy is 0.68 eV. As for the HOMO-LUMO gap: 9.9 eV.

ORCA input file:
```
! RIJCOSX wB97M-V def2-TZVPD def2/J DEFGRID3
* xyz 0 1
O -0.47901 -1.81012 -0.16407
N 1.98906 -1.01274 0.83438
N -0.82189 0.52916 1.44504
N -0.89963 0.52618 -0.00978
C 2.02163 0.99961 -0.46583
C -2.28313 0.41777 -0.42959
C -0.03602 -0.51006 -0.52881
C 1.35031 -0.21105 0.09410
H -2.73518 -0.54636 -0.17123
H -2.83558 1.21028 0.06908
H 2.26326 0.83827 -1.51506
H 1.43209 -1.78659 1.19926
H 0.01514 0.97968 1.80115
H 1.33892 1.84573 -0.41013
H -1.04442 -0.38478 1.84508
H -0.00559 -0.39104 -1.62123
H 2.93308 1.20664 0.08757
H 0.11856 -2.45885 -0.55084
H -2.32158 0.55826 -1.50910
*
```



DFT (ωB97M-V/def2-TZVPD) results for 3 unconnected molecules or ions with the total composition C2H6O in a non-equilibrium geometry.

The LUMO energy (alpha / beta) is -0.02 / 0.22 eV. As for the HOMO-LUMO gap (alpha / beta): 8.1 / 9.3 eV.

ORCA input file:
```
! RIJCOSX wB97M-V def2-TZVPD def2/J DEFGRID3
* xyz 0 1
O 0.51584 -0.96578 0.35310
C 0.96228 0.06914 -0.14203
C -1.42790 0.23647 0.06563
H 1.28180 0.91832 0.47622
H -1.28680 1.21979 -0.37227
H -1.84009 -0.53222 -0.56993
H -1.64207 0.19302 1.12250
H 1.08295 0.18938 -1.22666
H 2.35400 -1.32813 0.29344
*
```



DFT (ωB97M-V/def2-TZVPD) results for 2 unconnected molecules or ions with the total composition C9H21N5O4P in a non-equilibrium geometry.

The LUMO energy is -2.86 eV. As for the HOMO-LUMO gap: 9.9 eV.

ORCA input file:
```
! RIJCOSX wB97M-V def2-TZVPD def2/J DEFGRID3
* xyz 1 1
P 4.28572 -0.61110 -0.80513
O 5.12141 -1.25414 0.41098
O 5.49199 0.31833 -1.24755
O 2.90563 -0.41605 0.00885
O 3.93975 -1.53577 -1.89508
N -1.61877 -0.44924 -0.25259
N -0.84519 -1.43882 0.27212
N -2.70495 -1.33427 1.42982
N -2.23454 3.05106 0.27082
N -3.75725 0.46152 0.28325
C -3.68189 1.41887 -0.80786
C -1.56523 -1.95256 1.27518
C -2.47736 2.34417 -0.74463
C -6.15458 1.06039 0.74171
C 2.84801 0.02098 1.37599
C 5.14840 -2.67716 0.55975
C -2.75588 -0.37489 0.47023
C -4.91489 0.31273 1.19581
C 5.49384 0.83480 -2.59753
H -3.60739 0.86537 -1.75214
H 3.76138 0.50770 1.70541
H -1.29480 0.09679 -1.03393
H -5.97465 2.13535 0.76131
H 0.07472 -1.67094 -0.07646
H -1.83527 2.39448 -1.63294
H 5.00029 -2.90951 1.61400
H -4.57269 2.03235 -0.89037
H -6.39869 0.78333 -0.28527
H -4.63952 0.54983 2.22294
H -6.99639 0.79476 1.37330
H 2.01588 0.71982 1.45798
H -1.17569 -2.78338 1.84156
H 4.50642 1.17162 -2.90485
H -5.15526 -0.75129 1.21475
H 6.18000 1.67665 -2.61610
H -1.39819 3.60972 0.10690
H 4.36711 -3.16224 -0.02445
H 2.64739 -0.85114 1.99760
H 6.12281 -3.04797 0.24824
H 5.84830 0.05989 -3.27165
*
```



DFT (ωB97M-V/def2-TZVPD) results for 12 unconnected molecules or ions with the total composition C5H36N2O12 in a non-equilibrium geometry.

As for the SMILES: C[C@@H](CCO)NCN.O.O.O.O.O.O.O.O.O.O.O. The LUMO energy is 0.09 eV. As for the HOMO-LUMO gap: 9.1 eV.

ORCA input file:
```
! RIJCOSX wB97M-V def2-TZVPD def2/J DEFGRID3
* xyz 0 1
O 0.30289 -1.61866 -0.77354
O 2.04632 -2.47252 -3.19745
O 1.37990 -0.74130 1.53742
O -2.80221 2.64331 -2.14094
O 1.46161 3.56873 -1.19191
O 0.42282 -3.89505 1.56590
O -0.12032 -1.97087 4.06284
O -2.42621 -3.30958 0.35616
O 3.40217 -0.47028 -0.19784
O -1.06791 0.85360 -3.96704
O 2.54599 -2.13891 3.42269
O 2.31709 1.43532 -2.64369
N -0.83204 1.81586 0.23572
N 1.09294 2.05082 1.60077
C -1.55725 0.57399 0.36534
C -0.36128 2.30879 1.52290
C -2.97562 0.75686 0.92079
C -0.27181 -0.54948 -1.52407
C -1.65014 -0.21241 -0.95252
H 3.35994 -0.97859 0.60947
H 1.37721 -3.77973 1.50561
H -0.22865 -2.33350 -0.40583
H 0.25425 -3.82453 2.51120
H -1.05089 -0.05286 1.11028
H 1.44661 2.45954 0.74107
H -2.26016 -4.01161 0.99207
H 1.51012 2.31071 2.48275
H -2.23159 0.24919 -1.75847
H 2.14287 1.69572 -1.73891
H -0.96513 1.76902 2.25616
H -3.51773 1.34769 0.16989
H 2.32342 -1.54841 2.67281
H -2.90992 1.14767 1.92971
H 2.93790 -2.13447 -3.33626
H 0.80494 3.71954 -1.87038
H -0.57339 -1.14306 3.92749
H 2.16554 0.48364 -2.56314
H -0.50977 3.38447 1.67337
H 1.65437 0.21799 1.47761
H -3.32000 3.39614 -2.45145
H -1.23511 2.61032 -0.23540
H -3.13112 1.95868 -2.73765
H 1.51799 4.42175 -0.76268
H 2.47610 -1.76799 4.29760
H 0.72147 -1.95653 3.56803
H -3.47913 -0.19673 0.88479
H 0.40157 0.26810 -1.29923
H -0.45077 -0.94752 -2.52109
H 1.04476 -0.79397 0.62389
H -0.29397 1.30610 -4.27477
H -0.85949 -0.01779 -4.32576
H -2.22522 -1.13554 -0.83949
H 3.20831 0.44313 0.01978
H -2.98443 -2.73568 0.89568
H 1.97218 -2.45910 -2.23031
*
```